{
  "formula": "C44H43N4O4PSSiY",
  "method": "wB97M-V/def2-TZVPD",
  "total_charge": -2,
  "energy_ev": -89524.52685,
  "gap_ev": [5.98, 5.96],
  "spin_multiplicity": 2,
  "relative_energy_kcal_mol": 56.3,
  "symbols": ["H", "O", "H", "C", "P", "C", "H", "C", "H", "C", "C", "H", "C", "H", "H", "H", "C", "C", "O", "H", "H", "C", "H", "H", "H", "C", "H", "C", "H", "C", "C", "H", "H", "H", "C", "C", "O", "C", "C", "H", "N", "S", "C", "C", "C", "C", "N", "C", "H", "H", "H", "C", "Y", "H", "H", "H", "C", "C", "H", "C", "H", "C", "N", "H", "H", "C", "H", "C", "C", "H", "C", "H", "C", "H", "C", "H", "H", "H", "Si", "C", "C", "H", "N", "C", "C", "C", "C", "C", "H", "H", "H", "H", "C", "O", "C", "C", "H", "H", "C"],
  "coordinates": [[3.857080, 1.082635, -1.107734], [1.757380, -3.932765, 3.195466], [3.065580, 0.390035, 5.686166], [-2.514220, 2.778935, -0.009034], [-1.664120, -0.854765, -1.277934], [-0.583420, -3.489565, -0.402134], [-1.448220, 1.249635, 1.406666], [2.985580, -1.345265, -1.989934], [2.538880, 5.732335, -1.698134], [3.591380, 2.123135, -1.254334], [-1.410820, 3.593935, -0.281434], [-5.214520, -1.596365, 3.105966], [-3.520820, 1.084535, -2.823134], [4.040080, 3.211335, 5.073166], [3.874180, -4.708365, 2.035766], [1.077080, 3.028635, 5.257266], [-2.560220, 5.436835, 0.772266], [4.405280, -3.218965, -0.949834], [2.068180, -0.537265, -1.695634], [2.184580, -0.585765, 4.513666], [-3.009520, -0.577465, 3.436266], [-0.321620, 1.915735, -1.539034], [-4.143220, 1.721235, -3.451034], [5.608680, 2.725035, -1.669434], [0.336880, -5.377865, -0.026234], [3.942980, 2.980635, 4.013666], [-5.983920, -2.176365, 0.818566], [3.351180, -2.319165, -0.853434], [4.944080, 5.127335, -1.953134], [0.164980, -2.413365, -2.433034], [-4.565120, -1.429365, 2.254566], [0.096780, 1.914035, 4.319966], [-3.743620, -3.977665, -4.563134], [-4.879820, 0.117935, -4.908534], [-3.633120, 4.613335, 1.076166], [-3.597120, 3.283635, 0.680766], [3.595680, -1.459165, -3.051134], [-2.791420, -1.321965, -2.668934], [0.276380, -4.541565, -0.711734], [-1.012720, -2.827165, 1.569666], [2.305080, 2.406135, -1.130934], [0.212480, 1.371235, -2.966134], [-1.221320, 0.194635, 1.610066], [1.057880, -4.544965, -1.852434], [1.004980, -3.469765, -2.723734], [-0.645820, -2.408165, -1.291234], [-0.323420, 3.143035, -1.024034], [2.945380, 0.178935, 4.625366], [-4.488020, 4.997835, 1.616366], [-2.497620, 1.462535, -2.830034], [2.250080, 2.434035, 1.302866], [0.933880, 2.601035, 4.268066], [0.981880, -0.069165, 0.478666], [3.439080, 1.155135, 1.423966], [5.016180, -3.202965, -1.839034], [4.893780, 2.574635, 3.676066], [-4.994320, -1.767965, 0.981066], [1.758680, -3.004765, 2.384166], [1.638380, -3.437365, -3.598534], [-1.381220, -3.570765, 0.861766], [-1.268220, -4.552065, 1.319166], [-1.458020, 4.934135, 0.112866], [0.657980, 4.086835, -1.241934], [-4.427120, 2.631335, 0.918066], [-2.509520, 1.757235, -0.354934], [-2.887620, -2.630365, -3.137334], [-4.431720, -1.924965, -1.064834], [-2.865920, -1.040765, 0.101366], [4.576680, 3.035835, -1.572234], [5.454780, -4.797165, 0.053166], [4.636280, -4.086465, 0.103266], [0.137480, -1.556365, -3.095234], [-4.128120, -1.592065, -0.083334], [-0.616420, 5.552535, -0.151134], [-4.325020, -0.662365, -4.403834], [-1.014820, 0.146635, 2.688766], [-2.589520, 6.480535, 1.062466], [3.881380, -0.243165, 4.267466], [2.512480, 1.734835, 3.595366], [-3.324120, -0.855965, 2.438866], [2.878480, 4.708735, -1.612034], [1.721580, -5.377665, -2.049934], [2.572480, -2.240665, 0.219566], [-2.461320, -0.574165, 1.370666], [2.763380, -3.097165, 1.216366], [1.914680, 3.692535, -1.334534], [-4.401720, -1.963265, -4.868534], [-3.685420, -2.952865, -4.219834], [-3.899420, 1.133435, -1.802634], [-2.437220, -3.386265, 0.681066], [3.785480, 3.916235, 3.482966], [-2.334320, -3.415465, -2.643234], [-3.541920, -0.326465, -3.310034], [1.025880, -1.985665, 2.360966], [2.430080, 1.448035, 1.752666], [3.781380, -4.043165, 1.191366], [0.649180, 3.408735, 3.600166], [-5.018420, -2.198365, -5.726334], [4.194980, 4.371235, -1.734934]],
  "forces_ev_per_a": [[0.0185, -0.0370, 0.0286], [0.0695, -0.1122, 0.0852], [-0.0066, 0.1533, 0.1528], [0.2766, 0.0649, -0.2484], [-0.6052, -1.0189, 0.4337], [-0.0841, 0.0150, -0.0763], [0.1246, -0.0151, -0.0261], [0.4911, -0.4534, 0.3415], [-0.0644, -0.0186, -0.0614], [0.5297, -0.0485, -0.1346], [-0.9500, 0.5232, 0.5333], [-0.0082, -0.0024, 0.0488], [0.0173, 0.0335, -0.0376], [-0.0780, -0.0327, 0.2305], [-0.0247, -0.0501, 0.0645], [0.1404, 0.0192, 0.2026], [-0.2449, -0.0372, 0.1819], [-0.0755, 0.1547, -0.0584], [-0.4119, 0.5495, 0.7832], [-0.1936, -0.2154, -0.0649], [0.0290, 0.0615, 0.0500], [0.1264, 0.6411, -1.3652], [-0.0023, 0.0561, 0.0012], [-0.0371, -0.0456, -0.0136], [-0.0100, -0.0152, 0.0740], [-0.4973, -0.4200, -0.1716], [-0.0118, -0.0671, 0.0028], [0.0273, 0.2927, -0.3501], [-0.0719, 0.0237, 0.0179], [0.0069, -0.1083, 0.0023], [-0.1170, -0.0949, 0.1076], [-0.2369, -0.1974, -0.0263], [0.0225, -0.0602, 0.0125], [-0.0575, 0.0792, -0.0071], [-0.0649, 0.0086, 0.0692], [-0.1357, 0.0550, 0.0814], [0.0643, -0.0163, -0.1538], [0.2122, 0.0924, -0.3576], [0.1012, -0.1661, -0.0064], [-0.0990, -0.0541, 0.1126], [-0.3285, 0.2682, 0.0063], [-0.2403, 0.3211, 0.5104], [0.4950, -0.1826, -0.1696], [-0.0189, -0.0539, 0.0436], [-0.0765, -0.0852, -0.1469], [0.0565, 0.2117, -0.0063], [1.0281, -0.8817, 0.2841], [-0.3197, 0.4812, -0.3829], [-0.0490, 0.0260, 0.0138], [-0.0719, 0.1049, 0.0757], [-0.0229, -0.0714, 0.0200], [0.5088, -0.4532, -0.2528], [1.0996, -0.8003, -0.1257], [0.0284, -0.0314, -0.0421], [-0.0213, 0.0067, -0.1052], [0.1782, -0.0973, -0.0937], [-0.1213, -0.0641, -0.0604], [0.4115, -0.2453, -0.2451], [0.0185, 0.0475, -0.0524], [-0.0423, 0.0072, 0.1270], [0.0684, -0.0489, 0.0287], [0.3146, -0.0433, -0.1646], [-0.7696, 0.9505, -0.4371], [-0.0279, -0.0978, -0.0337], [0.0333, -0.0575, 0.0960], [0.0122, 0.0297, 0.1056], [-0.0540, 0.0127, -0.0707], [0.1605, 0.3459, -0.0615], [0.2184, -0.2037, 0.0489], [-0.0305, 0.0158, 0.0822], [-0.1303, 0.0449, -0.0993], [0.0513, 0.0247, -0.0145], [-0.1322, -0.0529, 0.0748], [0.0346, 0.0624, 0.0784], [-0.1368, -0.0392, -0.1491], [0.2066, 0.0400, -0.0922], [0.0751, 0.0147, -0.0181], [0.1863, -0.0598, -0.1173], [0.4104, 0.3477, 0.0743], [0.0015, 0.0436, 0.0462], [0.1484, 0.0955, -0.0193], [0.0319, -0.0228, 0.0045], [-0.0353, 0.3495, 0.1534], [-0.3679, 0.0301, 0.0172], [-0.1782, -0.1574, 0.3101], [0.3430, -0.7028, 0.1664], [-0.0235, -0.0070, -0.0143], [-0.1213, -0.1471, -0.1502], [-0.0427, 0.0753, 0.0591], [-0.0268, -0.0504, 0.0727], [-0.0466, 0.1821, -0.1351], [0.0629, -0.0412, 0.0005], [0.0556, -0.0420, 0.0489], [-0.3642, 1.1330, -0.5288], [-0.3973, -0.2752, 0.8488], [-0.0979, 0.0095, 0.1745], [-0.0355, 0.1641, -0.2008], [-0.0170, -0.0244, -0.0466], [-0.0605, 0.0564, 0.0052]],
  "mulliken_charge": [0.2300, -0.8363, 0.3547, 0.2949, 2.1752, 1.0186, 0.2674, 0.0587, 0.4323, -0.2766, 0.2318, 0.3292, -0.8552, 0.2891, 0.5405, 0.3772, -0.5294, -1.1203, 0.0584, 0.2620, 0.4543, 0.4517, 0.4707, 0.4175, 0.3315, -1.2366, 0.3899, 0.3036, 0.3466, -0.4589, -0.9155, 0.3097, 0.4426, 0.3865, -0.7590, -0.7540, -0.8381, -0.4318, -0.8109, -0.0253, 0.5317, -0.2433, -1.1796, -0.7833, -0.7208, 0.8505, 1.4677, -1.0615, 0.3726, -0.0939, 0.0139, -1.1019, -0.6920, 0.4543, 0.5395, 0.3098, -0.6697, -0.0215, 0.3125, -1.2707, 0.5534, -0.7383, -1.4581, 0.4562, 0.1808, -0.0811, 0.2238, 0.3287, -1.2265, 0.3901, -0.4644, 0.2451, -0.5515, 0.4973, -0.7585, 0.8067, 0.3797, 0.2942, 0.3120, -0.5031, -0.6218, 0.3512, 1.2192, 0.1870, 0.2918, 0.2401, -0.7493, -0.9381, 0.1002, 0.2317, 0.3145, 0.4775, 0.6383, -0.4998, -0.1300, -0.7620, 0.3129, 0.3553, -0.2965]
}